1.
Below is the molecule C5H8O, with properties calculated with wB97M-V/def2-TZVPD.

```
14
Properties=species:S:1:pos:R:3:forces:R:3
H 0.38187 2.41208 0.29479 -0.13 -0.11 -0.09
C 0.53530 0.68120 -0.99636 -0.02 0.17 -0.15
O -0.99651 0.73267 1.21084 0.24 -0.21 -0.02
H 1.47856 -1.13851 0.28988 -0.15 0.05 -0.05
C -0.48839 -1.76293 -0.10322 -0.10 -0.10 -0.11
H -0.19345 -2.78858 -0.30807 -0.06 0.18 -0.01
H 0.11929 -0.55149 2.33569 0.02 0.04 -0.14
H -1.54085 -1.51347 -0.17685 0.13 0.00 0.08
C -0.15347 1.72776 -0.35721 0.05 -0.01 -0.05
C -0.17138 -0.18330 1.34659 -0.12 0.20 0.03
H 0.06987 0.28475 -1.89581 0.11 0.05 0.15
C 0.46133 -0.76587 0.15070 0.06 -0.14 0.22
H 1.61534 0.78713 -1.08620 -0.14 -0.01 0.09
H -1.11748 2.07857 -0.70476 0.12 -0.11 0.05
```
Forces are in eV/Å.

## Properties
* electronic energy: -270.389920 Ha
* maximum force: 0.32 eV/Å
* energy relative to the best compared isomer or geometry (same formula, charge and spin): 441.0 kJ/mol
* orbital gap (spin up / spin down): 7.68 / 7.69 eV
* highest occupied orbital energy (spin up / spin down): -0.267 / -0.267 hartree


2.
Below is a structure of composition C5H8O in a non-equilibrium geometry, with properties calculated with wB97M-V/def2-TZVPD.

```
14
Properties=species:S:1:pos:R:3:forces:R:3
C 0.54284 -0.18660 0.69940 1.59 0.50 -1.02
H 0.98271 -0.44465 1.67198 -0.25 0.10 -0.30
C -1.36796 -0.09541 -0.34698 -0.03 0.15 -0.08
C -0.31755 -1.21311 -0.09655 0.16 0.02 -0.07
O 2.81491 -0.22716 -0.60506 -1.57 1.32 0.38
H 0.06573 1.67359 -0.23015 -1.97 -1.10 1.48
H 0.20033 -1.60189 -0.97893 -0.19 -0.01 0.06
C -0.50759 0.87675 0.50161 0.64 1.48 -1.16
H -0.91595 1.50582 1.29535 -0.06 -0.49 0.08
H -1.44996 0.24146 -1.38452 -0.05 -0.20 0.08
H 1.22627 1.52628 -0.69632 2.62 -2.34 0.17
H -2.37485 -0.34206 0.00961 0.29 0.19 0.08
C 1.81925 0.35668 -0.30041 -1.42 0.05 0.26
H -0.71817 -2.06972 0.46097 0.25 0.34 0.05
```
Forces are in eV/Å.

## Properties
* electronic energy: -270.446068 Ha
* maximum force: 3.52 eV/Å
* energy relative to the best compared isomer or geometry (same formula, charge and spin): 293.6 kJ/mol
* orbital gap: 10.36 eV
* highest occupied orbital energy: -0.346 hartree


3.
Below is the molecule C5H8O in a non-equilibrium geometry, with properties calculated with wB97M-V/def2-TZVPD.

```
14
Properties=species:S:1:pos:R:3:forces:R:3
H 1.33172 -1.36588 0.99261 -0.20 -0.01 -0.15
C -0.41037 -0.43433 -0.00040 -1.76 0.68 -1.83
C 0.30460 -1.56416 0.69307 0.12 -0.18 -0.13
H -1.09625 -0.40588 -0.92018 0.55 -1.56 1.64
H 1.16094 2.22342 -1.35079 0.11 -0.01 -0.45
H 0.61821 0.76011 -2.29008 0.08 -0.06 -0.11
C -0.77282 -0.82054 1.40402 -0.35 -0.13 0.07
H -0.53470 1.96094 -1.70649 -0.25 0.08 -0.27
C 0.27774 0.83003 -0.16443 1.58 0.29 0.86
O 0.83269 1.38108 0.75435 0.32 0.39 1.17
C 0.40308 1.45828 -1.48765 -0.22 0.57 -0.60
H -1.71604 -1.33360 1.53128 0.00 0.01 0.05
H 0.09749 -2.57347 0.35772 0.02 0.09 0.03
H -0.49628 -0.11599 2.18696 -0.02 -0.16 -0.29
```
Forces are in eV/Å.

## Properties
* electronic energy: -270.510572 Ha
* maximum force: 2.63 eV/Å
* energy relative to the best compared isomer or geometry (same formula, charge and spin): 124.2 kJ/mol
* orbital gap: 10.57 eV
* highest occupied orbital energy: -0.349 hartree


4.
Below is the molecule C5H8O, with properties calculated with wB97M-V/def2-TZVPD.

```
14
Properties=species:S:1:pos:R:3:forces:R:3
H -1.29389 -1.69659 -0.75796 -0.06 0.11 0.09
C -0.57702 0.32443 -0.57057 -0.14 -0.05 -0.10
H -0.97849 -1.20735 0.91177 -0.08 0.09 -0.14
H 2.48224 -1.12868 -0.02511 -0.04 0.17 0.01
C 1.58105 -0.65072 0.41132 -0.25 -0.10 0.03
H -0.89915 0.66272 -1.55330 0.08 0.02 0.15
H -0.10331 1.22328 1.39697 0.00 -0.05 -0.20
H 1.51610 0.81000 -1.22360 -0.10 -0.13 0.19
C 0.94246 0.42506 -0.38241 0.20 -0.07 -0.03
O 1.12865 -1.06934 1.45378 0.39 0.12 -0.04
C -0.01039 1.36761 0.32287 -0.11 0.10 0.08
H -2.41245 -0.60063 0.07678 0.10 0.03 -0.09
C -1.35771 -0.86176 -0.05083 -0.02 -0.04 0.01
H -0.01809 2.40198 -0.00970 0.04 -0.19 0.04
```
Forces are in eV/Å.

## Properties
* electronic energy: -270.516444 Ha
* maximum force: 0.41 eV/Å
* energy relative to the best compared isomer or geometry (same formula, charge and spin): 108.8 kJ/mol
* orbital gap: 10.83 eV
* highest occupied orbital energy: -0.358 hartree


Among the records above, which one has the highest electronic energy? number 1


Copy entry 2 word for word.
Below is a structure of composition C5H8O in a non-equilibrium geometry, with properties calculated with wB97M-V/def2-TZVPD.

```
14
Properties=species:S:1:pos:R:3:forces:R:3
C 0.54284 -0.18660 0.69940 1.59 0.50 -1.02
H 0.98271 -0.44465 1.67198 -0.25 0.10 -0.30
C -1.36796 -0.09541 -0.34698 -0.03 0.15 -0.08
C -0.31755 -1.21311 -0.09655 0.16 0.02 -0.07
O 2.81491 -0.22716 -0.60506 -1.57 1.32 0.38
H 0.06573 1.67359 -0.23015 -1.97 -1.10 1.48
H 0.20033 -1.60189 -0.97893 -0.19 -0.01 0.06
C -0.50759 0.87675 0.50161 0.64 1.48 -1.16
H -0.91595 1.50582 1.29535 -0.06 -0.49 0.08
H -1.44996 0.24146 -1.38452 -0.05 -0.20 0.08
H 1.22627 1.52628 -0.69632 2.62 -2.34 0.17
H -2.37485 -0.34206 0.00961 0.29 0.19 0.08
C 1.81925 0.35668 -0.30041 -1.42 0.05 0.26
H -0.71817 -2.06972 0.46097 0.25 0.34 0.05
```
Forces are in eV/Å.

## Properties
* electronic energy: -270.446068 Ha
* maximum force: 3.52 eV/Å
* energy relative to the best compared isomer or geometry (same formula, charge and spin): 293.6 kJ/mol
* orbital gap: 10.36 eV
* highest occupied orbital energy: -0.346 hartree